Arrangement A

{
  "formula": "CH9NSi2",
  "method": "the ωB97M-V functional and the def2-TZVPD basis",
  "species": ["C", "N", "Si", "Si", "H", "H", "H", "H", "H", "H", "H", "H", "H"],
  "positions_angstrom": [[-2.1888, 0.7179, 0.5395], [3.1163, 0.7761, -0.3142], [-1.1277, -0.2494, -0.7051], [0.7995, -0.8976, 0.3613], [-1.6443, 1.5669, 0.9419], [-3.0979, 1.0991, 0.0820], [-2.4835, 0.0904, 1.3750], [3.2153, 0.4496, -1.2761], [3.7850, 0.2364, 0.2307], [-0.8706, 0.5409, -1.9084], [-1.9207, -1.4238, -1.1228], [1.4276, -2.1710, -0.0051], [0.9899, -0.7354, 1.8012]],
  "mulliken_charge": [-0.981, -0.614, 0.303, 0.327, 0.316, 0.304, 0.312, 0.198, 0.202, -0.100, -0.099, -0.094, -0.076],
  "homo_lumo_gap_ha": [0.3236, 0.2637],
  "homo_energy_ev": [-9.57, -7.79]
}

Arrangement B

{
  "formula": "CH9NSi2",
  "method": "the ωB97M-V functional and the def2-TZVPD basis",
  "species": ["C", "N", "Si", "Si", "H", "H", "H", "H", "H", "H", "H", "H", "H"],
  "positions_angstrom": [[1.4162, -1.4695, 0.1033], [-2.0193, 0.1875, -1.5662], [0.9455, 0.3580, 0.0520], [-1.1625, 0.3054, 0.9564], [0.6942, -2.0667, -0.4664], [2.3906, -1.8652, -0.2132], [1.4042, -2.0585, 1.1462], [-2.8496, 0.6708, -1.6526], [-2.4908, -0.7476, -1.5790], [0.8377, 1.0117, -1.1881], [2.1354, 0.9320, 0.9265], [-1.7158, 1.2675, 1.7764], [-1.5336, -1.0117, 1.4571]],
  "mulliken_charge": [-1.085, -0.681, 0.319, 0.511, 0.349, 0.369, 0.304, 0.175, 0.184, -0.088, -0.127, -0.149, -0.081],
  "homo_lumo_gap_ha": 0.3061,
  "homo_energy_ev": -8.72
}

Quick one: least stable of them? arrangement B

Arrangement A

{
  "formula": "C3H6N3",
  "method": "the ωB97M-V functional and the def2-TZVPD basis",
  "species": ["C", "C", "C", "N", "N", "N", "H", "H", "H", "H", "H", "H"],
  "positions_angstrom": [[0.4185, -1.2186, -0.0047], [0.0499, 1.1070, -0.1063], [-1.0822, -0.0005, 0.0292], [-2.4278, -0.0757, -0.5108], [-2.3340, -0.1676, 0.6944], [1.1132, 0.1163, 0.1719], [0.7270, -1.9726, 0.6885], [0.2394, -1.5495, -1.0491], [0.0268, 1.3165, -1.1938], [-0.0662, 1.9679, 0.5630], [1.3740, 0.1195, 1.1589], [1.9613, 0.3574, -0.4410]],
  "mulliken_charge": [-0.631, -0.445, 0.448, -0.179, -0.173, -0.120, 0.367, 0.304, 0.312, 0.365, 0.376, 0.376],
  "total_charge": 1,
  "homo_lumo_gap_ha": 0.3997,
  "homo_energy_ev": -14.90
}

Arrangement B

{
  "formula": "C3H6N3",
  "method": "the ωB97M-V functional and the def2-TZVPD basis",
  "species": ["C", "C", "C", "N", "N", "N", "H", "H", "H", "H", "H", "H"],
  "positions_angstrom": [[-0.1102, -0.3606, 2.6121], [0.5030, 0.5087, 1.9573], [-0.2780, -0.1786, -1.5426], [-0.5451, 0.0302, -3.8419], [-0.0199, -0.4538, -2.8925], [0.1504, 0.7150, -0.7639], [-0.1011, -0.1117, 3.7488], [-0.6946, -1.0534, 2.0714], [1.0691, 1.4125, 1.7967], [-1.0354, -0.9769, -1.3631], [-0.1760, -0.4081, -4.7904], [0.8532, 1.3126, -1.1985]],
  "mulliken_charge": [-0.292, 0.143, 0.211, -0.330, -0.044, -0.481, 0.290, 0.314, 0.388, 0.264, 0.293, 0.244],
  "total_charge": 1,
  "homo_lumo_gap_ha": [0.2126, 0.2125],
  "homo_energy_ev": [-12.74, -12.74]
}

Quick one: least stable of them? arrangement B

Arrangement A

{
  "formula": "C4H10OSi",
  "method": "the ωB97M-V functional and the def2-TZVPD basis",
  "species": ["C", "C", "C", "C", "O", "Si", "H", "H", "H", "H", "H", "H", "H", "H", "H", "H"],
  "positions_angstrom": [[-2.8614, 1.1687, 0.0307], [-2.3276, 0.2728, -0.7562], [1.6900, 1.7307, -0.3285], [1.0112, -2.4188, -0.1308], [1.6925, 0.3969, 0.0149], [0.6302, -0.7074, 0.4650], [-3.8867, 1.7110, -0.0884], [-2.6669, 1.0566, 1.0473], [-2.4488, 0.2040, -1.8671], [1.1440, 1.7992, -1.2296], [2.6856, 2.1286, -0.4628], [1.1468, 2.2396, 0.4524], [0.1977, -3.1333, 0.1001], [1.2638, -2.7159, -1.1953], [1.8217, -2.6570, 0.5991], [0.3784, -0.1974, 1.8240]],
  "mulliken_charge": [-0.412, -0.510, -0.557, -0.853, -0.115, 0.199, 0.225, 0.228, 0.214, 0.284, 0.238, 0.269, 0.294, 0.310, 0.258, -0.074],
  "homo_lumo_gap_ha": [0.2971, 0.2519],
  "homo_energy_ev": [-7.70, -6.65]
}

Arrangement B

{
  "formula": "C4H10OSi",
  "method": "the ωB97M-V functional and the def2-TZVPD basis",
  "species": ["C", "C", "C", "C", "O", "Si", "H", "H", "H", "H", "H", "H", "H", "H", "H", "H"],
  "positions_angstrom": [[1.5672, 0.5684, 1.1057], [0.4815, -0.2189, 1.0996], [0.2992, -1.6267, 1.7058], [-0.3163, 1.4198, -0.9039], [-0.6936, 0.0784, 0.6155], [-1.3819, 0.3875, -2.0646], [1.6178, 1.5985, 0.7414], [2.4504, 0.1492, 1.5550], [1.1509, -1.9573, 2.2122], [-0.4637, -1.7733, 2.4308], [0.1318, -2.2962, 0.7904], [0.7152, 1.3817, -1.1140], [-0.8934, 2.2729, -0.4149], [-0.4831, -0.8463, -2.3220], [-1.4586, 1.1355, -3.3041], [-2.6281, 0.0519, -1.4009]],
  "mulliken_charge": [-1.050, 0.926, -1.113, -0.635, -0.543, 0.423, 0.339, 0.234, 0.365, 0.319, 0.218, 0.512, 0.304, -0.070, -0.150, -0.080],
  "homo_lumo_gap_ha": 0.2857,
  "homo_energy_ev": -8.20
}

Arrangement C

{
  "formula": "C4H10OSi",
  "method": "the ωB97M-V functional and the def2-TZVPD basis",
  "species": ["C", "C", "C", "C", "O", "Si", "H", "H", "H", "H", "H", "H", "H", "H", "H", "H"],
  "positions_angstrom": [[0.9798, 2.0581, 0.4819], [1.1086, 0.7557, -0.2454], [0.7142, -1.5913, -0.5135], [0.7884, -0.3789, 0.2809], [-1.5753, 0.2205, 0.4532], [-2.7241, -0.6288, 0.0600], [1.0975, 2.0430, 1.5098], [-0.0077, 2.4627, 0.2063], [1.3409, 0.8689, -1.3010], [-0.3790, -1.8449, -0.7739], [1.2443, -1.3541, -1.3490], [1.1716, -2.5735, -0.1914], [0.6812, -0.4705, 1.4235], [-3.5881, -1.1183, 1.0992], [1.7109, 2.8144, 0.0418], [-2.5633, -1.2630, -1.1824]],
  "mulliken_charge": [-1.215, -0.105, -0.891, 0.207, -0.093, 0.249, 0.360, 0.226, 0.245, 0.010, 0.351, 0.280, 0.196, -0.074, 0.339, -0.086],
  "homo_lumo_gap_ha": 0.2821,
  "homo_energy_ev": -8.30
}

Arrangement D

{
  "formula": "C4H10OSi",
  "method": "the ωB97M-V functional and the def2-TZVPD basis",
  "species": ["C", "C", "C", "C", "O", "Si", "H", "H", "H", "H", "H", "H", "H", "H", "H", "H"],
  "positions_angstrom": [[0.9711, 0.4173, 0.8912], [0.4211, 1.0694, 2.0933], [0.5308, -1.7522, -0.0764], [-0.1095, -0.3618, 0.0758], [2.0445, 0.6717, 0.4415], [-0.4041, 0.3504, -1.6907], [-0.5298, 0.4815, 2.3466], [0.2015, 2.0798, 1.8268], [0.9811, 1.1414, 3.0108], [1.4368, -1.4836, -0.7187], [0.7121, -2.1734, 0.8760], [-0.0683, -2.4234, -0.8057], [-1.1961, -0.3000, 0.7302], [-0.4738, 1.7691, -1.5664], [-1.4438, -0.1600, -2.5781], [1.1188, 0.1765, -2.0719]],
  "mulliken_charge": [0.574, -1.035, -1.254, -0.031, -0.510, 0.475, 0.264, 0.264, 0.368, 0.310, 0.363, 0.318, 0.281, -0.155, -0.146, -0.084],
  "homo_lumo_gap_ha": 0.3801,
  "homo_energy_ev": -9.53
}

Quick one: least stable of them? arrangement A

Arrangement A

{
  "formula": "C6H9N",
  "method": "the ωB97M-V functional and the def2-TZVPD basis",
  "species": ["C", "C", "C", "C", "C", "C", "N", "H", "H", "H", "H", "H", "H", "H", "H", "H"],
  "positions_angstrom": [[-1.4175, -0.0057, 2.2837], [-0.1135, 0.4000, 1.7614], [0.8807, 0.5890, 1.1026], [1.6651, 0.3948, -0.1339], [0.6465, -0.4314, -0.9284], [-0.3748, 0.2714, -1.7336], [0.6370, -0.5802, -2.3757], [-2.1805, 0.2064, 1.5270], [-1.7089, 0.4854, 3.2116], [-1.4281, -1.0871, 2.4467], [2.6154, -0.1181, 0.0558], [1.9075, 1.3402, -0.6314], [0.3113, -1.2843, -0.3366], [-0.2312, 1.3304, -1.9408], [-1.4199, -0.0359, -1.6961], [0.2110, -1.4750, -2.6122]],
  "mulliken_charge": [-1.140, 0.401, -0.134, -0.640, 0.002, -0.448, -0.630, 0.253, 0.323, 0.283, 0.289, 0.277, 0.423, 0.217, 0.250, 0.274],
  "homo_lumo_gap_ha": 0.3809,
  "homo_energy_ev": -9.41
}

Arrangement B

{
  "formula": "C6H9N",
  "method": "the ωB97M-V functional and the def2-TZVPD basis",
  "species": ["C", "C", "C", "C", "C", "C", "N", "H", "H", "H", "H", "H", "H", "H", "H", "H"],
  "positions_angstrom": [[0.1545, -1.5384, 0.3388], [1.3711, 0.4238, -0.8511], [1.3707, -0.8442, -0.0628], [2.0107, 0.3899, 0.4506], [-1.9975, -0.7077, -0.4828], [-2.7222, 0.5312, -0.0867], [-0.9257, -0.9082, 0.0047], [0.2805, -2.3303, 1.1842], [1.9824, 0.3402, -1.6291], [0.5393, 1.1381, -0.9629], [2.0179, -1.6184, -0.4977], [3.0327, 0.3051, 0.6170], [1.4683, 0.9734, 1.1307], [-2.5818, 1.0062, -1.0763], [-2.2988, 1.2276, 0.5922], [-3.7871, 0.4917, 0.1019]],
  "mulliken_charge": [-0.368, -0.610, -0.090, -0.512, -0.240, -0.710, 0.000, 0.293, 0.298, 0.176, 0.333, 0.284, 0.265, 0.241, 0.329, 0.312],
  "homo_lumo_gap_ha": [0.3067, 0.3067],
  "homo_energy_ev": [-7.51, -7.51]
}

Arrangement C

{
  "formula": "C6H9N",
  "method": "the ωB97M-V functional and the def2-TZVPD basis",
  "species": ["C", "C", "C", "C", "C", "C", "N", "H", "H", "H", "H", "H", "H", "H", "H", "H"],
  "positions_angstrom": [[1.4640, -0.3560, 0.9395], [0.3076, -0.5259, -0.0001], [-0.5747, 0.3915, -0.3947], [-0.8390, 1.8966, 0.4704], [-1.6509, 1.0292, -0.8289], [-0.4602, -2.0849, -1.7067], [0.1646, -1.8364, -0.5765], [1.4022, 0.5852, 1.4910], [2.4277, -0.3768, 0.4144], [1.4810, -1.1630, 1.6854], [-1.2436, 2.8229, 0.0563], [0.2374, 2.0938, 0.5737], [-1.3001, 1.6773, 1.4302], [-1.5656, 1.5944, -1.7599], [-0.4294, -3.1905, -1.8124], [0.5791, -2.5573, 0.0183]],
  "mulliken_charge": [-1.321, 0.787, 0.268, -1.158, -0.525, -0.644, 0.027, 0.363, 0.264, 0.375, 0.336, 0.399, 0.238, 0.182, 0.159, 0.252],
  "homo_lumo_gap_ha": 0.3058,
  "homo_energy_ev": -7.53
}

Quick one: least stable of them? arrangement C